{
  "formula": "C20H64N2O15",
  "method": "the ωB97M-V functional and the def2-TZVPD basis",
  "total_energy_ha": -2038.163920,
  "largest_force_ha_per_bohr": 0.0286,
  "homo_lumo_gap_ev": 8.831,
  "charge": 0,
  "symbols": ["C", "C", "C", "N", "C", "C", "O", "C", "C", "C", "O", "O", "N", "H", "H", "H", "H", "H", "H", "H", "H", "H", "H", "H", "H", "H", "H", "H", "H", "C", "O", "H", "H", "H", "H", "C", "O", "H", "H", "H", "H", "C", "O", "H", "H", "H", "H", "C", "O", "H", "H", "H", "H", "C", "O", "H", "H", "H", "H", "C", "O", "H", "H", "H", "H", "C", "O", "H", "H", "H", "H", "C", "O", "H", "H", "H", "H", "C", "O", "H", "H", "H", "H", "C", "O", "H", "H", "H", "H", "C", "O", "H", "H", "H", "H", "C", "O", "H", "H", "H", "H"],
  "positions_angstrom": [[3.049600, -3.832649, 0.580336], [2.499052, -3.170167, 1.603826], [2.712880, -1.710420, 1.978101], [1.939451, -0.650100, 1.301479], [0.584858, -1.097107, 0.958262], [-0.447826, 0.032724, 0.848944], [-1.609169, -0.207581, 1.624006], [-2.324666, -1.382229, 1.290940], [-2.804503, -1.442191, -0.145361], [2.566322, 0.094340, 0.320637], [2.154261, 1.169640, -0.037692], [3.731627, -0.414449, -0.210948], [3.460700, -0.898487, -1.560039], [3.097390, -3.433011, -0.428161], [3.401502, -4.843864, 0.738568], [1.804608, -3.712805, 2.242664], [3.771846, -1.487349, 1.913162], [2.436297, -1.628542, 3.031320], [0.592147, -1.693674, 0.037888], [0.261924, -1.751056, 1.764942], [-0.701145, 0.217254, -0.199329], [-0.021504, 0.956954, 1.228620], [-3.181097, -1.404309, 1.967225], [-1.744552, -2.283259, 1.522093], [-3.470707, -0.610677, -0.373367], [-3.303642, -2.390906, -0.339431], [-1.980599, -1.372079, -0.857490], [2.463623, -0.806866, -1.746246], [3.692246, -1.887076, -1.507362], [1.385890, -7.561287, 0.978017], [2.170151, -6.693635, 1.781460], [1.986285, -7.820038, 0.108559], [1.124370, -8.481279, 1.508141], [0.467723, -7.075389, 0.635295], [1.654847, -6.447027, 2.555179], [6.310657, -3.844200, -0.960382], [5.650622, -2.804370, -1.673013], [6.420423, -4.682682, -1.644547], [7.302933, -3.531540, -0.625452], [5.730671, -4.168680, -0.092380], [5.568771, -2.055249, -1.072071], [2.126059, 1.998943, 4.280102], [2.851931, 1.258872, 3.307385], [2.409926, 1.619729, 5.259445], [2.352295, 3.066142, 4.237030], [1.046915, 1.864635, 4.149678], [2.597521, 1.586670, 2.438668], [-0.662692, -2.338259, 4.387595], [-0.109509, -3.317149, 3.510568], [0.147162, -1.986964, 5.023177], [-1.069654, -1.488520, 3.831991], [-1.447028, -2.764823, 5.018330], [-0.818609, -3.637034, 2.939312], [0.410510, -0.915185, -4.431422], [1.546846, -1.257784, -3.646290], [-0.464811, -1.308287, -3.919390], [0.301984, 0.167981, -4.529411], [0.463388, -1.360121, -5.427675], [2.334702, -0.914894, -4.080666], [-5.174683, 1.225774, -2.216439], [-4.373959, 0.335863, -2.965725], [-5.582039, 0.670540, -1.372201], [-4.595421, 2.070332, -1.828559], [-6.009350, 1.618210, -2.807245], [-3.984549, 0.829075, -3.700987], [0.176257, 5.649046, 4.402099], [1.386623, 5.417579, 5.105941], [-0.623622, 5.189527, 4.978702], [-0.035112, 6.717677, 4.299095], [0.193715, 5.196837, 3.406106], [2.101749, 5.822729, 4.601203], [2.856824, 8.797282, 4.881737], [3.635096, 7.976398, 4.018034], [2.507217, 8.151947, 5.684793], [3.438479, 9.613461, 5.316601], [1.991001, 9.212657, 4.359039], [3.961582, 8.514365, 3.291815], [-2.001228, 2.369059, -4.972402], [-3.366088, 1.997387, -5.146704], [-1.510845, 1.567873, -4.423759], [-1.502789, 2.494161, -5.936882], [-1.901871, 3.290353, -4.398050], [-3.840577, 2.673435, -5.644062], [-0.227976, 4.590699, -1.834793], [0.251235, 3.826968, -2.932952], [-0.817856, 5.406840, -2.247340], [-0.865096, 3.995061, -1.175285], [0.591810, 5.013190, -1.248331], [0.775740, 3.101300, -2.579562], [-6.161283, 2.092520, -7.894750], [-5.585474, 2.841738, -6.830913], [-5.341235, 1.623048, -8.431824], [-6.826797, 1.312548, -7.518724], [-6.712546, 2.736335, -8.583889], [-6.292733, 3.266286, -6.337370], [-3.860953, -5.269429, 0.887965], [-3.274929, -4.438417, 1.884193], [-3.054159, -5.609424, 0.242987], [-4.350459, -6.141496, 1.327961], [-4.586035, -4.720161, 0.282267], [-3.976478, -4.127484, 2.463624]],
  "atomic_forces_ev_per_a": [[-0.16, 0.03, -0.08], [-0.28, 0.17, -0.26], [-0.81, 0.16, -0.18], [0.53, -0.93, -0.77], [-0.53, 0.51, 0.16], [0.19, 0.18, -0.04], [-0.07, 0.02, 0.00], [-0.15, -0.24, -0.03], [0.15, 0.20, -0.18], [-0.09, 0.17, 0.38], [-0.27, 0.04, -0.38], [0.06, -0.16, 0.14], [0.20, 0.30, -0.08], [1.31, 0.50, 0.27], [-1.19, -0.53, -0.46], [1.13, -0.27, 0.90], [-0.01, 0.11, -0.10], [0.05, 0.01, 0.01], [0.09, -0.08, 0.06], [0.13, -0.02, 0.06], [-0.09, 0.00, 0.02], [0.00, -0.02, 0.10], [0.01, 0.09, 0.02], [0.11, 0.07, -0.07], [-0.12, -0.08, 0.00], [-0.13, 0.03, 0.07], [0.05, -0.09, 0.04], [0.01, -0.03, 0.01], [-0.24, -0.03, -0.05], [-0.01, 0.05, 0.04], [-0.05, -0.11, 0.09], [-0.01, 0.00, 0.00], [0.00, -0.01, -0.02], [0.00, -0.01, -0.03], [0.04, 0.04, 0.00], [-0.01, 0.02, -0.02], [0.03, -0.07, 0.23], [0.00, 0.00, 0.00], [0.01, -0.02, -0.02], [0.01, -0.01, -0.01], [0.15, 0.08, -0.10], [-0.03, -0.02, -0.19], [0.09, 0.15, 0.15], [0.01, 0.00, 0.00], [0.00, 0.01, 0.07], [-0.01, 0.01, 0.08], [-0.04, -0.07, 0.00], [-0.02, 0.00, -0.07], [-0.17, -0.05, -0.02], [0.00, 0.00, 0.01], [0.03, 0.02, 0.03], [0.02, 0.00, 0.03], [-0.01, -0.06, 0.06], [0.05, 0.01, 0.02], [-0.06, 0.02, -0.04], [-0.01, 0.00, 0.00], [0.00, -0.02, -0.01], [-0.02, -0.01, 0.00], [0.01, -0.01, 0.05], [0.08, -0.01, -0.09], [0.05, -0.09, 0.12], [-0.02, 0.01, 0.01], [-0.02, 0.01, 0.02], [-0.02, 0.01, 0.02], [-0.08, 0.11, -0.18], [0.07, -0.01, 0.00], [0.05, 0.12, -0.11], [-0.01, 0.00, 0.00], [-0.03, 0.00, 0.01], [-0.03, -0.01, 0.00], [0.04, 0.00, 0.07], [-0.04, -0.09, -0.05], [-0.04, -0.03, 0.04], [-0.04, 0.04, 0.02], [0.04, -0.01, -0.02], [-0.02, 0.02, 0.05], [0.00, -0.03, 0.00], [-0.19, 0.17, -0.11], [0.17, -0.14, 0.22], [-0.04, 0.01, 0.02], [0.05, -0.02, 0.02], [0.06, -0.01, 0.02], [-0.10, -0.17, -0.12], [0.02, -0.05, -0.03], [0.02, -0.05, 0.07], [0.00, 0.01, 0.00], [-0.01, 0.01, 0.01], [-0.01, 0.01, 0.01], [0.03, 0.01, 0.00], [0.02, -0.02, 0.04], [-0.01, 0.17, 0.07], [0.00, 0.00, 0.00], [0.01, -0.02, -0.01], [0.01, 0.00, -0.02], [0.00, -0.01, -0.02], [0.02, 0.02, 0.02], [0.01, -0.01, 0.05], [0.00, 0.00, -0.01], [0.01, -0.01, -0.01], [0.01, -0.01, -0.02], [0.04, 0.01, 0.01]],
  "mulliken_charge": [-0.951, 0.046, -1.119, 0.715, 0.492, -0.968, -0.539, 0.525, -1.049, -0.014, -0.552, -0.185, -0.516, 0.268, 0.443, 0.302, 0.711, 0.281, 0.278, -0.390, 0.302, 0.467, 0.376, -0.200, 0.244, 0.312, 0.077, 0.486, 0.278, -0.534, -0.430, 0.230, 0.289, 0.202, 0.254, -0.541, -0.470, 0.222, 0.289, 0.195, 0.300, -0.608, -0.423, 0.306, 0.286, 0.202, 0.218, -0.617, -0.411, 0.266, 0.205, 0.301, 0.226, -0.558, -0.490, 0.228, 0.159, 0.325, 0.268, -0.617, -0.461, 0.251, 0.241, 0.276, 0.330, -0.531, -0.493, 0.246, 0.251, 0.241, 0.251, -0.520, -0.500, 0.204, 0.292, 0.263, 0.287, -0.258, -0.518, -0.139, 0.335, 0.298, 0.278, -0.603, -0.475, 0.283, 0.226, 0.304, 0.280, -0.545, -0.480, 0.224, 0.257, 0.254, 0.260, -0.657, -0.411, 0.228, 0.291, 0.290, 0.260]
}


{
  "formula": "C10H13ClSi",
  "method": "the ωB97M-V functional and the def2-TZVPD basis",
  "total_energy_ha": -1138.332940,
  "largest_force_ha_per_bohr": 0.1370,
  "e_above_lowest_ev": 0.458,
  "homo_lumo_gap_ev": [5.343, 6.514],
  "multiplicity": 3,
  "charge": 0,
  "symbols": ["C", "C", "C", "C", "C", "C", "C", "C", "C", "C", "Si", "Cl", "H", "H", "H", "H", "H", "H", "H", "H", "H", "H", "H", "H", "H"],
  "positions_angstrom": [[-0.283923, 1.762738, 2.884610], [0.784035, 0.842536, 2.793211], [-1.205765, 1.913662, 1.861548], [0.907898, 0.127462, 1.559724], [-1.031468, 1.292096, 0.647417], [0.051475, 0.381819, 0.552001], [3.064903, -1.550687, -1.291043], [1.865179, -1.937472, -1.359616], [-2.007656, 1.469936, -0.478273], [-1.323238, -1.853735, -1.705512], [0.377775, -0.884365, -1.501907], [0.662850, 0.410480, -3.095252], [-0.233823, 2.379688, 3.748839], [1.351343, 0.729738, 3.793516], [-2.043621, 2.516800, 1.843093], [1.662917, -0.613240, 1.407230], [3.966604, -2.163742, -1.335632], [3.264806, -0.431052, -1.455215], [1.629236, -2.974856, -1.324699], [-1.452004, 1.166661, -1.412027], [-2.866057, 0.871375, -0.368124], [-2.390164, 2.457157, -0.559759], [-1.979379, -1.719190, -0.814014], [-1.757729, -1.322911, -2.541327], [-1.014194, -2.870896, -1.848789]],
  "atomic_forces_ev_per_a": [[1.42, -0.98, -0.22], [-0.96, 0.50, 0.59], [1.58, -0.68, -0.47], [0.71, 0.00, 1.31], [0.71, -1.71, -0.72], [-2.22, 2.93, 2.65], [5.83, 3.87, -0.78], [-5.37, -1.39, -0.48], [2.00, -0.50, -1.11], [1.04, 1.93, 1.30], [0.01, -2.03, -1.82], [-0.14, 0.19, 0.02], [-0.72, 0.39, 0.68], [-0.36, -0.20, -2.29], [-1.51, 1.58, 0.79], [0.58, -0.47, 0.12], [-0.37, -0.07, 0.30], [-0.02, -1.56, 0.49], [-0.16, -1.04, 0.34], [-1.01, 0.58, 0.65], [-1.00, -1.17, 0.17], [0.04, 1.10, -0.16], [0.53, -0.24, -0.60], [-0.34, -0.46, -0.43], [-0.28, -0.56, -0.32]],
  "nbo_charge": [-0.206, -0.202, -0.206, -0.329, -0.093, 0.097, -0.392, -0.758, -0.633, -1.061, 1.285, -0.390, 0.216, 0.232, 0.212, 0.242, 0.198, 0.179, 0.216, 0.224, 0.222, 0.224, 0.237, 0.242, 0.243]
}


What is the formula in the second record?
C10H13ClSi